Entry 1:
64
Properties=species:S:1:pos:R:3:forces:R:3:nbo_charge:R:1 method="wB97M-V/def2-TZVPD" max_force_ev_per_a=1.16 e_homo_ev="-7.4722 / -7.9319" charge=0 total_energy_ha=-2489.39055 s_squared=8.76 spin_multiplicity=6
Ru -0.44116 -0.55817 0.74152 -0.45 -0.36 0.62 1.416
C 1.81350 4.11401 -4.94424 0.04 0.04 -0.04 -0.631
C 0.88551 3.27941 -4.11319 -0.10 -0.04 0.05 0.004
C 1.35363 2.18928 -3.39121 -0.01 0.00 0.00 -0.224
C 0.49740 1.42550 -2.61222 0.25 -0.20 0.05 -0.125
C -0.84259 1.74900 -2.55504 -0.23 -0.12 0.08 -0.373
C -1.33910 2.82656 -3.27718 -0.06 0.03 -0.01 -0.167
C -0.47465 3.58511 -4.04712 0.01 -0.07 0.06 -0.217
S -1.94219 0.86087 -1.47509 -0.07 0.13 0.02 2.336
O -1.82653 1.45701 -0.14966 -0.05 -0.13 -0.21 -0.946
O -3.23399 0.85378 -2.10426 0.15 -0.10 0.05 -0.931
N -1.28623 -0.58565 -1.23598 -0.21 0.75 0.02 -0.989
C -1.53902 -1.70581 -1.98523 -0.01 -0.43 -0.42 0.160
C -2.16797 -1.77536 -3.21458 0.22 -0.04 0.37 -0.251
C -2.34030 -3.02136 -3.84095 0.09 -0.32 0.09 -0.176
C -1.90007 -4.18562 -3.26640 -0.07 0.13 -0.11 -0.217
C -1.24918 -4.14993 -2.00993 -0.04 -0.03 -0.07 -0.097
C -0.77794 -5.30342 -1.34168 0.03 0.17 0.10 -0.111
C -0.17148 -5.17258 -0.12250 -0.11 0.04 -0.21 -0.269
C -0.02655 -3.88754 0.42714 0.05 0.02 0.04 0.100
N -0.44572 -2.79656 -0.17058 0.06 0.00 0.32 -0.498
C -1.06484 -2.90894 -1.37219 -0.13 0.07 -0.39 0.209
H 2.81731 3.69491 -4.95740 0.03 -0.01 0.00 0.217
H 1.87689 5.12871 -4.55056 0.01 0.04 0.01 0.225
H 1.46007 4.18394 -5.97280 -0.01 0.01 -0.04 0.222
H 2.40353 1.93233 -3.43246 0.05 -0.02 0.00 0.215
H 0.87932 0.58639 -2.04355 0.00 0.04 -0.03 0.231
H -2.39391 3.05838 -3.23226 -0.04 0.02 0.00 0.240
H -0.86068 4.42547 -4.60957 -0.02 0.04 -0.02 0.215
H -2.54948 -0.88639 -3.69251 0.02 0.07 0.06 0.241
H -2.83999 -3.04346 -4.80038 0.00 -0.06 -0.01 0.218
H -2.04198 -5.14039 -3.75391 -0.02 -0.02 -0.04 0.212
H -0.91033 -6.27257 -1.80406 0.00 -0.05 -0.01 0.219
H 0.19572 -6.02650 0.42730 0.01 -0.03 0.00 0.224
H 0.44340 -3.75442 1.39209 -0.04 0.01 -0.05 0.214
C 2.49223 -1.96801 5.71780 0.06 0.02 0.16 -0.414
N 2.12859 -1.89495 4.32954 -0.32 -0.06 -0.13 -0.400
C 3.06068 -1.83010 3.23104 0.10 0.06 -0.11 -0.323
C 2.11471 -1.79954 2.03225 -0.13 -0.02 0.66 0.673
O 2.44851 -1.73878 0.87457 0.00 -0.02 -0.35 -0.590
N 0.81455 -1.80634 2.49088 0.08 -0.08 0.53 -0.699
C 0.86825 -1.84283 3.84542 0.77 0.06 -0.87 0.669
N -0.18540 -1.86354 4.63598 -0.35 0.06 0.12 -0.776
H 3.48937 -2.39830 5.79981 -0.03 0.02 0.01 0.223
H 1.80648 -2.62674 6.25337 0.03 0.01 0.03 0.208
H 2.49925 -0.98324 6.19432 0.00 -0.04 0.02 0.205
H 3.72938 -2.69292 3.20062 -0.02 0.02 -0.03 0.224
H 3.65093 -0.90969 3.24412 0.01 -0.05 -0.02 0.235
H -1.09981 -1.68434 4.22132 -0.14 0.02 -0.06 0.460
H -0.07733 -1.70937 5.62266 0.01 -0.02 -0.02 0.402
N -2.65495 -1.06942 3.20047 -0.09 0.00 0.15 -0.544
C -2.03880 -0.74253 2.27762 0.26 0.03 -0.34 -0.114
S 1.19081 1.07145 1.22865 0.29 0.17 -0.14 -0.194
C 0.33398 2.60278 1.46288 0.05 -0.04 0.08 -0.189
C 0.05235 3.42943 0.38201 0.17 0.11 0.03 -0.199
C -0.55833 4.65125 0.58841 -0.02 0.08 -0.04 -0.198
C -0.89394 5.05995 1.87037 -0.06 0.09 0.02 -0.214
C -0.61384 4.23801 2.95011 -0.04 0.04 0.04 -0.230
C -0.00214 3.01265 2.74908 -0.02 -0.10 -0.04 -0.164
H 0.30820 3.11386 -0.61814 0.05 0.00 0.01 0.219
H -0.77796 5.28299 -0.26215 -0.02 0.04 -0.01 0.209
H -1.37709 6.01534 2.02619 -0.01 0.02 0.01 0.210
H -0.87643 4.54460 3.95355 -0.02 0.03 0.03 0.210
H 0.20738 2.36237 3.58790 0.02 -0.03 0.01 0.204

=====

Entry 2:
61
Properties=species:S:1:pos:R:3:forces:R:3:nbo_charge:R:1 method="wB97M-V/def2-TZVPD" max_force_ev_per_a=4.20 e_homo_ev="-13.6564 / -13.6564" charge=+2 total_energy_ha=-4754.70815
P -2.02879 1.48932 0.29934 -0.09 0.06 -0.51 0.860
P -1.69358 -1.27031 -1.41348 -0.35 0.40 -0.70 0.805
C -3.35944 0.95880 -0.83997 -0.07 0.07 -0.11 -0.741
C -3.36329 -0.55898 -1.16121 -0.21 0.01 0.07 -0.730
H -3.23451 1.54485 -1.76338 -0.07 -0.13 0.21 0.268
H -4.32192 1.26089 -0.39726 0.27 -0.17 -0.41 0.304
H -3.85786 -1.12522 -0.35933 0.09 0.09 -0.13 0.258
H -3.94934 -0.74217 -2.07397 0.00 0.12 0.37 0.305
C -1.21694 -0.95387 -3.12181 0.00 0.05 -0.27 -0.935
H -0.25626 -1.43779 -3.33178 -0.21 0.03 0.02 0.279
H -1.09294 0.12108 -3.28976 -0.10 -0.16 -0.01 0.265
H -1.99712 -1.34755 -3.78591 0.24 0.08 0.04 0.270
C -1.71840 -3.06523 -1.18599 -0.19 -0.28 0.02 -0.942
H -2.50435 -3.50991 -1.81325 0.20 0.04 0.19 0.279
H -1.90662 -3.31614 -0.13474 -0.09 -0.01 -0.21 0.255
H -0.74339 -3.49231 -1.45775 -0.25 0.21 -0.02 0.283
C -1.67049 3.24817 0.10969 0.09 0.24 -0.07 -0.940
H -0.93406 3.53269 0.87364 -0.26 -0.02 -0.18 0.272
H -2.57156 3.86854 0.21761 0.22 -0.22 -0.02 0.280
H -1.21481 3.42888 -0.87458 -0.21 -0.06 0.25 0.275
C -2.64027 1.21301 1.99555 0.04 0.14 0.14 -0.953
H -2.72884 0.14441 2.22552 -0.17 0.08 -0.04 0.243
H -3.62817 1.68044 2.08900 0.12 -0.17 0.08 0.286
H -1.96291 1.65568 2.73742 -0.14 -0.03 -0.24 0.279
Ti -0.30384 -0.24370 0.32650 3.48 -0.84 2.19 1.488
C -6.59793 -1.05168 -2.31458 0.01 0.04 -0.48 -0.187
C -5.96896 -0.47423 -3.34314 -0.67 -0.29 -0.21 -0.193
C -6.48108 0.74559 -4.07654 0.16 0.05 -0.01 -0.444
C -7.24071 1.77801 -3.21243 -0.04 0.47 -0.66 -0.457
C -6.51506 2.12588 -1.94253 -0.24 -0.05 0.51 -0.169
C -6.62881 1.51239 -0.75970 -0.64 0.42 -0.19 -0.210
C -7.59463 0.38269 -0.47524 0.13 0.05 0.19 -0.441
C -7.86229 -0.57371 -1.65189 -0.45 -0.51 0.33 -0.455
C 0.90601 1.21828 1.22039 -0.46 0.00 -0.54 -1.136
H -6.24675 -2.00418 -1.92099 0.28 0.10 -0.09 0.197
H -5.12866 -0.99034 -3.82508 -0.17 0.13 0.25 0.190
H -7.13523 0.40421 -4.90168 0.32 0.22 0.24 0.244
H -5.63628 1.28609 -4.53540 -0.18 -0.34 0.00 0.208
H -7.24458 2.70491 -3.80409 -0.21 -0.24 0.06 0.231
H -8.29816 1.50873 -3.08886 0.52 0.14 0.19 0.225
H -5.90175 3.01951 -2.03612 0.19 -0.12 0.22 0.199
H -6.14192 1.94981 0.12403 -0.10 -0.12 -0.34 0.187
H -8.54945 0.82870 -0.13443 0.38 -0.29 -0.03 0.245
H -7.21149 -0.23746 0.35400 -0.12 0.36 -0.10 0.203
H -8.31586 -1.47202 -1.20700 -0.09 0.27 -0.16 0.231
H -8.61974 -0.17536 -2.34177 0.52 -0.22 0.19 0.226
H 1.58790 0.58189 1.83503 -0.41 0.18 -0.26 0.259
H 0.43975 2.00784 1.82178 0.28 -0.17 -0.10 0.235
H 1.49218 1.62343 0.37901 -0.09 0.20 0.51 0.268
Se 1.66566 -1.12247 -0.79246 -0.09 -0.03 -0.03 0.019
C 3.29389 -1.05307 0.30988 0.25 0.17 0.40 -0.167
C 4.28012 -0.07852 0.06657 -0.52 -0.11 0.33 -0.234
C 5.30715 0.10266 1.00031 -0.17 -0.41 0.16 -0.182
C 5.39263 -0.70595 2.14431 -0.70 -0.18 -0.61 -0.164
C 4.47549 -1.75604 2.30119 0.09 0.26 -0.42 -0.186
C 3.43710 -1.95040 1.37898 0.02 0.73 0.08 -0.245
H 4.20940 0.55555 -0.81012 0.05 0.02 0.10 0.236
H 6.04445 0.88192 0.84626 -0.09 -0.05 -0.09 0.243
H 6.15274 -0.52246 2.89774 -0.06 -0.09 -0.19 0.245
H 4.56576 -2.42236 3.14842 -0.04 -0.03 -0.02 0.241
H 2.71851 -2.74590 1.51056 0.00 -0.09 0.11 0.224

=====

Entry 3:
24
Properties=species:S:1:pos:R:3:forces:R:3:nbo_charge:R:1 method="wB97M-V/def2-TZVPD" relative_energy_kj_mol=797.8 max_force_ev_per_a=4.71 e_homo_ev=-7.8539 charge=0 total_energy_ha=-347.42097
C -0.09742 0.08812 -2.14519 -1.45 0.12 0.74 -0.345
N -1.20226 -0.29877 -1.16726 1.86 1.42 0.03 -0.280
C -3.61034 -0.26431 0.64128 -0.94 0.43 0.67 -0.613
C -2.67432 0.49883 1.58306 0.13 0.45 -0.75 -0.606
C 0.06148 -0.72910 -0.93745 -0.15 -1.80 -2.65 -0.117
N 4.06760 0.24223 1.31203 -0.95 0.34 -1.16 -1.069
C 2.16902 0.30318 -0.33943 -2.37 -0.62 -2.26 -0.383
C 0.87179 -0.02360 0.23432 1.64 0.59 1.27 -0.423
H 0.47060 1.02279 -2.08889 -0.67 0.50 -0.17 0.182
H -0.41587 -0.26715 -3.11550 0.79 -0.30 -0.17 0.217
H -3.75450 -1.31493 0.89607 0.11 0.03 0.04 0.196
H -3.36017 -0.19341 -0.40859 0.36 0.06 0.06 0.235
H -4.56859 0.25417 0.74948 -0.28 -0.50 -0.08 0.192
H -2.69840 0.19240 2.62624 -0.01 -0.28 -0.05 0.201
H -1.65734 0.49785 1.19498 0.08 -0.21 0.27 0.195
H -2.98504 1.54676 1.56347 0.13 0.04 0.11 0.198
H 0.44576 -1.72908 -1.14378 -0.31 -0.27 0.92 0.215
H 4.85361 -0.36149 1.11082 -0.43 -0.33 -0.33 0.360
H 4.05086 0.45211 2.30129 -0.72 -0.14 -0.06 0.365
H 2.57593 -0.51619 -0.93386 0.25 0.04 0.17 0.217
H 2.43035 1.25190 -0.78799 -0.10 0.28 0.49 0.237
H 2.99652 0.08137 0.66364 3.57 0.19 3.06 0.331
H 0.35524 0.81956 0.68004 -0.17 0.02 -0.20 0.243
H 0.98220 -0.81471 0.97587 -0.35 -0.04 0.04 0.250

=====

Entry 4:
73
Properties=species:S:1:pos:R:3:forces:R:3:nbo_charge:R:1 method="wB97M-V/def2-TZVPD" max_force_ev_per_a=0.19 e_homo_ev="-9.4968 / -11.2517" charge=+1 total_energy_ha=-9764.56933 s_squared=8.77 spin_multiplicity=6
Ru -0.10635 -0.00846 0.07243 0.18 -0.03 0.07 1.140
O 2.11495 -1.62586 6.06740 -0.01 0.02 -0.05 -0.621
C 1.57338 -1.24058 4.90745 0.02 -0.02 0.05 0.388
C 0.23414 -0.88099 4.75850 0.02 0.00 -0.06 -0.322
C -0.20552 -0.50216 3.51119 0.02 -0.02 0.04 0.074
N 0.58184 -0.45255 2.42535 -0.04 0.03 -0.04 -0.585
C 1.84778 -0.81261 2.59765 0.05 -0.03 -0.03 0.181
Br 2.95681 -0.81399 1.05442 -0.05 0.04 0.08 0.131
C 2.40436 -1.20984 3.79016 -0.02 0.00 0.03 -0.323
H 1.46519 -1.61607 6.78103 0.01 0.00 -0.01 0.498
H -0.45133 -0.89720 5.59460 -0.01 0.00 0.02 0.238
H -1.24120 -0.22891 3.36537 0.00 0.01 0.00 0.217
H 3.44168 -1.49432 3.86813 0.04 -0.01 0.00 0.263
S -0.83832 1.65539 -4.32056 0.02 0.03 -0.02 -0.007
C -0.76912 1.13996 -2.82666 -0.06 0.06 -0.13 0.159
N -0.71641 0.75251 -1.70451 -0.08 -0.03 0.06 -0.806
Cl -3.81638 1.98188 -0.96243 0.01 -0.01 0.01 0.047
C -3.84624 1.09778 0.53957 0.07 -0.03 0.09 -0.374
Cl -2.26488 1.18568 1.42031 -0.11 0.06 -0.07 -0.045
H -4.03903 0.04636 0.35910 0.01 0.02 -0.03 0.237
H -4.56744 1.53739 1.21902 0.00 -0.02 -0.04 0.242
C 0.70082 5.63571 1.98567 0.02 -0.03 -0.02 -1.091
Ge 0.67387 5.46190 0.04119 0.03 0.03 0.00 1.615
C -0.67177 6.61419 -0.77299 0.01 -0.03 0.00 -1.082
C 2.44754 5.81195 -0.70021 -0.03 -0.02 0.02 -1.095
C 0.12929 3.59322 -0.34514 -0.07 -0.06 0.11 -1.032
Se 1.39825 2.25438 0.28291 0.00 -0.03 -0.02 0.391
C 2.46381 2.15078 -1.33568 0.05 -0.03 0.02 -0.774
H 1.00190 6.64050 2.27938 0.00 0.03 -0.01 0.244
H 1.40939 4.93158 2.42370 0.00 -0.01 0.00 0.233
H -0.28604 5.44237 2.40668 -0.02 0.00 0.00 0.231
H -0.45042 7.66003 -0.56381 0.02 0.02 0.01 0.243
H -1.66451 6.39295 -0.38254 -0.01 -0.02 0.02 0.235
H -0.69157 6.48005 -1.85392 0.01 -0.01 -0.02 0.239
H 2.71606 6.85159 -0.51322 0.01 0.01 0.02 0.247
H 2.46891 5.65520 -1.77830 -0.01 -0.03 -0.02 0.236
H 3.20628 5.18271 -0.23213 -0.01 0.00 0.00 0.230
H -0.04835 3.39431 -1.40098 0.03 0.02 -0.03 0.250
H -0.80133 3.37342 0.18297 0.02 0.06 -0.04 0.243
H 2.92519 3.12085 -1.50043 -0.01 -0.02 -0.02 0.242
H 1.82190 1.87859 -2.17026 0.00 0.02 0.00 0.238
H 3.23468 1.39794 -1.18487 -0.02 0.02 0.00 0.237
C 0.84910 -3.70972 0.72501 -0.07 -0.04 -0.03 -1.229
Si -0.05979 -2.68001 -0.55760 0.02 0.07 -0.07 1.445
C -1.94123 -2.99908 -0.40211 0.00 -0.04 0.04 -0.556
C -2.33222 -2.78926 1.06772 -0.03 0.00 -0.03 -0.608
C -2.22763 -4.45876 -0.78684 0.01 0.00 0.03 -0.618
C -2.80324 -2.08259 -1.27376 -0.02 0.09 -0.01 -0.606
C 0.73505 -2.90138 -2.27271 0.00 -0.02 0.02 -0.564
C 1.11023 -4.38164 -2.45392 0.00 0.02 0.01 -0.615
C 2.01641 -2.05788 -2.33961 -0.03 -0.02 0.00 -0.602
C -0.19359 -2.47825 -3.41375 0.01 -0.01 -0.01 -0.608
H 0.52398 -4.75128 0.64652 0.01 -0.01 0.01 0.247
H 0.64870 -3.37932 1.74400 -0.01 0.03 0.04 0.238
H 1.92584 -3.69048 0.56709 0.06 0.02 -0.02 0.251
H -1.78896 -3.45157 1.74222 0.03 -0.02 0.02 0.217
H -3.39960 -2.99144 1.19817 -0.03 -0.02 0.00 0.217
H -2.15195 -1.75865 1.39345 0.01 0.02 0.00 0.187
H -1.65811 -5.16691 -0.18285 0.01 -0.02 0.01 0.210
H -2.01086 -4.65461 -1.83752 0.00 0.01 -0.02 0.214
H -3.28888 -4.67311 -0.62605 -0.02 -0.01 -0.01 0.220
H -2.59274 -1.02237 -1.10651 0.00 0.00 0.02 0.196
H -3.86069 -2.25951 -1.04934 -0.02 -0.02 -0.01 0.207
H -2.66109 -2.25891 -2.33884 -0.01 -0.01 0.04 0.229
H 1.83069 -4.71763 -1.70778 0.03 -0.01 0.03 0.210
H 1.56875 -4.51742 -3.43728 0.01 -0.01 -0.03 0.222
H 0.24108 -5.04052 -2.40436 -0.01 0.01 0.00 0.210
H 2.72770 -2.33393 -1.55795 0.01 0.00 0.02 0.204
H 1.80140 -0.98778 -2.25303 -0.01 0.01 0.01 0.202
H 2.50936 -2.21606 -3.30281 0.01 -0.01 -0.02 0.222
H -1.07164 -3.12186 -3.48503 0.02 -0.01 0.00 0.207
H 0.34349 -2.55959 -4.36270 0.01 0.00 -0.03 0.218
H -0.53137 -1.44612 -3.31734 -0.01 0.00 0.01 0.218